1.
A structure of composition C5H4F15NaO17S5 at a distorted geometry, computed with ωB97M-V/def2-TZVPD.

The geometry in XYZ format:
```
47
Properties=species:S:1:pos:R:3:forces:R:3:lowdin_charge:R:1
Na 0.380163 5.316518 -5.223366 0.100 0.137 0.561 0.3270
C 1.771283 8.604706 -8.203976 0.718 -0.991 1.735 -0.6456
F 2.510877 7.611724 -8.716440 -0.261 0.345 -0.177 0.1140
F 2.308243 9.767920 -8.610726 -0.322 0.290 -0.575 0.0815
F 0.524019 8.482842 -8.669940 0.179 0.356 -0.019 0.1184
S 1.939545 8.559944 -6.295854 0.543 -0.527 1.349 0.5080
O 1.047477 9.616331 -5.820056 0.038 -0.676 -0.748 -0.3537
O 1.647320 7.185459 -5.874843 -0.485 1.383 -0.993 -0.3297
O 3.352190 8.867519 -6.085442 -0.379 0.205 -0.727 -0.3575
C -3.670055 5.859419 -2.726546 1.595 0.187 1.161 -0.6549
F -3.798276 5.888553 -4.043060 -0.409 -0.212 -0.458 0.1160
F -3.939608 7.104726 -2.271820 -0.216 0.312 -0.207 0.0701
F -4.611754 5.074440 -2.183584 -0.430 -0.324 -0.278 0.0897
S -1.923868 5.344703 -2.125715 1.107 0.720 0.690 0.5130
O -1.029304 5.902417 -3.158615 -1.293 -0.830 0.766 -0.3215
O -1.837689 6.045264 -0.836239 -0.461 -0.379 -1.135 -0.3515
O -1.999842 3.905369 -2.000482 -0.157 0.591 -0.356 -0.3162
C 0.063177 4.295110 -8.241769 1.063 0.028 -1.880 -0.6295
F -1.260491 4.162755 -8.381651 -0.311 0.190 0.419 0.1102
F 0.363525 5.577044 -7.954756 -0.407 -0.402 0.234 0.0994
F 0.474499 3.527576 -7.244238 0.065 0.350 -0.271 0.1409
S 0.869052 3.918550 -9.936911 0.714 -0.951 -0.550 0.4706
O -0.044496 4.483013 -10.929717 -0.019 0.213 0.594 -0.3850
O 2.168320 4.581436 -9.869632 -0.688 -0.240 0.165 -0.3621
O 0.941524 2.455169 -10.021459 -0.131 0.807 0.380 -0.3787
C 1.772534 7.253597 -1.717631 0.861 -1.918 0.022 -0.6407
F 0.735388 7.793905 -1.101709 -0.150 0.264 -0.168 0.1316
F 1.507312 7.002246 -3.001352 -0.288 0.169 0.508 0.1126
F 2.790680 8.119065 -1.723993 0.220 0.907 0.249 0.0906
S 2.401918 5.654133 -0.803770 -0.263 -0.329 -0.051 0.4880
O 2.098678 4.566367 -1.738924 0.290 0.802 0.608 -0.3462
O 3.831977 5.910013 -0.610919 -0.267 0.020 -0.334 -0.3962
O 1.671524 5.623019 0.458629 0.111 0.129 -0.537 -0.3680
C -2.892719 2.457562 -5.308429 2.104 0.040 0.807 -0.6624
F -3.727907 1.463733 -5.606609 -0.457 -0.397 -0.441 0.1063
F -2.985556 3.396295 -6.256269 -0.303 0.266 -0.442 0.1063
F -3.296638 2.983695 -4.163793 -0.441 0.197 0.154 0.1171
S -1.105238 1.800261 -5.130690 0.023 -0.637 0.224 0.4754
O -1.324506 0.764664 -4.143201 -0.120 0.003 0.525 -0.3479
O -0.851782 1.242167 -6.442474 -0.063 0.464 -0.290 -0.3372
O -0.231171 2.886217 -4.691861 -1.052 -0.216 -0.616 -0.3020
O 2.751941 4.845771 -4.641801 -0.079 -0.822 0.049 -0.0513
H 2.614811 4.279625 -3.860615 0.008 0.425 0.007 0.0340
H 3.475170 5.430760 -4.402853 -0.235 0.233 0.052 0.0472
O -1.612956 6.441329 -6.180780 -0.197 -0.329 -0.201 -0.0182
H -2.153193 7.208140 -6.382062 0.142 0.102 0.134 0.0559
H -2.037529 5.709089 -6.647307 0.001 0.048 0.062 0.0324
```
Positions in Å, forces in eV/Å.

Kohn-Sham gap ... 6.920 eV
Charge ... -4
E_tot ... -139413.6338 eV
Largest force on an atom ... 2.254 eV/A
ΔE to the lowest compared entry with this formula, charge and spin ... 0.0 kJ/mol

2.
A structure of composition C24H28FIN5ORhS at a distorted geometry, computed with ωB97M-V/def2-TZVPD.

The geometry in XYZ format:
```
62
Properties=species:S:1:pos:R:3:forces:R:3:lowdin_charge:R:1
Rh 0.090091 0.506561 0.626656 -0.717 1.820 1.975 0.7989
C 5.398797 -1.314765 -0.907622 -0.114 -0.023 0.010 -0.0532
N 4.234835 -0.587164 -0.477677 0.055 0.074 0.148 -0.1250
C 4.261241 0.223149 0.714137 -0.083 -0.022 -0.019 -0.0561
C 2.780433 0.432625 0.949733 0.353 -0.354 -0.278 -0.5162
O 2.285658 1.164607 1.823468 0.014 0.228 -0.236 -0.0741
N 2.072281 -0.270349 0.075864 -0.498 0.687 0.151 0.0621
C 2.932658 -0.950601 -0.786461 0.096 -0.020 -0.461 -0.4645
N 2.534934 -1.729411 -1.713648 -0.257 -0.059 0.082 0.1277
H 6.272670 -0.672939 -0.800111 0.022 -0.023 -0.021 0.0874
H 5.308634 -1.578864 -1.960606 0.036 -0.001 0.005 0.0789
H 5.559628 -2.230816 -0.326209 0.017 -0.004 -0.026 0.0934
H 4.773475 1.175370 0.553862 -0.027 0.024 0.092 0.1348
H 4.714915 -0.283545 1.574358 -0.012 0.000 0.001 0.1356
H 0.753562 -2.875002 -1.068439 0.056 -0.032 -0.012 -0.0528
H 3.298530 -2.151661 -2.229187 0.077 0.095 0.049 0.0312
F -3.217485 4.632209 3.105428 -0.040 0.138 0.084 0.0847
C -2.948533 3.513757 2.428396 0.090 -0.326 -0.125 -0.2805
C -2.774903 2.333608 3.127313 -0.080 0.165 0.181 -0.0022
C -2.481219 1.182164 2.426944 0.279 -0.177 -0.241 -0.0389
C -2.328220 1.191764 1.021658 -0.154 0.502 0.297 -0.3455
C -2.017589 -0.009297 0.291039 1.675 -0.253 -0.658 -0.1170
C -2.558092 2.420282 0.356027 0.117 -0.222 0.003 -0.0222
C -2.858806 3.568990 1.047372 -0.164 0.145 -0.102 0.0042
H -2.890144 2.329532 4.203207 0.007 0.006 -0.011 0.1185
H -2.395709 0.239612 2.953372 0.109 -0.003 -0.024 0.0992
H -2.192330 -0.000173 -0.779310 -0.140 -0.004 0.027 0.0719
H -2.228892 -0.951252 0.783715 0.050 -0.025 -0.017 0.0534
H -2.503483 2.445161 -0.725028 0.108 0.018 0.004 0.1288
H -3.023345 4.508148 0.535801 0.045 0.006 0.027 0.1328
C 0.147541 6.321927 1.312914 0.032 0.101 -0.145 -0.0866
C 0.162726 5.212073 2.181028 -0.017 -0.165 0.073 -0.0870
C 0.269672 3.947490 1.675071 -0.031 0.056 0.121 -0.0535
C 0.355647 3.720438 0.281127 0.105 0.007 0.218 -0.1956
C 0.443769 2.418957 -0.261283 -0.633 -2.336 -1.203 -0.1465
C 0.519720 2.248898 -1.625024 0.150 0.503 -0.037 -0.1236
C 0.481852 3.361433 -2.496905 0.122 0.093 -0.005 -0.0863
C 0.396001 4.628003 -1.991965 -0.015 0.027 -0.107 -0.0502
C 0.335937 4.841349 -0.595208 0.069 -0.250 0.114 -0.1750
C 0.239501 6.139086 -0.038588 -0.040 0.119 0.112 -0.0416
H 0.069825 7.320180 1.724749 -0.004 0.009 -0.024 0.0996
H 0.079414 5.371631 3.249151 0.020 -0.026 0.005 0.1022
H 0.272074 3.082877 2.327789 0.008 0.010 0.041 0.0881
H 0.618107 1.261315 -2.061773 -0.066 -0.029 0.072 0.0853
H 0.526406 3.203429 -3.568060 0.011 0.014 0.000 0.0998
H 0.378976 5.489314 -2.650182 -0.029 -0.012 -0.009 0.1071
H 0.238056 6.991631 -0.708368 -0.011 -0.002 0.000 0.1092
I -0.032532 -5.112960 0.211187 0.009 0.127 -0.048 0.6176
C -0.136232 -3.096772 -0.491796 -0.152 -0.082 0.012 -0.6127
H -1.033710 -3.005255 -1.095753 -0.002 -0.039 0.034 -0.0055
H -0.188646 -2.455985 0.380149 -0.029 -0.055 -0.009 -0.1100
C -0.297405 -0.115008 6.439756 0.155 0.081 -0.108 -0.0709
N -0.162652 -0.807912 5.173707 -0.187 0.013 0.171 -0.0568
C 0.283492 -0.264068 4.036234 0.098 0.266 -0.187 -0.8472
N 0.798467 0.964397 4.035448 -0.196 -0.074 0.421 0.1358
S 0.181573 -1.172629 2.610524 -0.310 -0.759 -0.363 0.7008
H -0.742078 -0.796201 7.158650 0.017 0.004 0.023 0.0889
H -0.942972 0.762117 6.345925 0.006 -0.007 0.007 0.0851
H 0.674510 0.202225 6.824732 -0.009 -0.022 0.029 0.0866
H -0.577453 -1.717677 5.065680 -0.032 -0.006 -0.013 0.1135
H 1.009870 1.450103 4.891990 -0.085 -0.064 0.045 0.1071
H 1.337152 1.196595 3.201443 0.124 0.137 -0.147 0.0273
```
Positions in Å, forces in eV/Å.

Kohn-Sham gap (alpha / beta) ... 6.264 / 6.805 eV
Charge ... 0
E_tot ... -59501.2816 eV
Largest force on an atom ... 2.780 eV/A
ΔE to the lowest compared entry with this formula, charge and spin ... 183.9 kJ/mol

3.
A structure of composition C29H20GaIN4O3, computed with ωB97M-V/def2-TZVPD.

The geometry in XYZ format:
```
58
Properties=species:S:1:pos:R:3:forces:R:3:lowdin_charge:R:1
Ga -0.571133 0.545416 0.477273 0.176 -0.295 -0.265 0.2800
C 2.451347 3.755284 2.244675 -0.057 0.348 0.017 -0.0847
O 3.205146 2.688848 1.702276 0.055 -0.346 -0.484 -0.0937
C 3.031571 2.546518 0.336993 0.003 0.073 0.092 -0.2150
C 4.061024 2.858630 -0.525203 -0.246 -0.065 0.307 0.0039
C 3.880783 2.766308 -1.901575 0.044 0.090 -0.159 -0.0890
C 2.656980 2.395695 -2.401340 -0.078 -0.128 0.059 -0.0470
C 1.604037 2.021875 -1.552826 0.630 0.004 0.443 -0.1331
C 0.314934 1.750084 -2.109341 -0.903 -0.075 0.059 -0.0140
N -0.652323 1.297245 -1.392236 0.815 0.190 0.082 -0.0316
N -1.913371 1.283137 -1.874673 -0.626 0.018 -0.675 0.0976
C -2.771596 1.118705 -0.905302 0.441 0.227 -0.236 -0.4032
O -2.436632 0.965717 0.346214 0.092 -0.130 0.187 -0.0859
C -4.190395 1.192436 -1.273145 -0.535 -0.027 -0.074 -0.1430
C -4.536985 1.325232 -2.618881 0.065 0.005 0.078 -0.0262
C -5.860979 1.445039 -2.989121 -0.047 -0.026 -0.010 -0.0793
C -6.853822 1.436029 -2.020678 -0.045 -0.009 0.054 -0.0881
C -6.518054 1.291949 -0.683827 -0.104 -0.013 0.015 -0.0812
C -5.192813 1.165218 -0.306787 0.313 -0.004 -0.052 -0.0195
C 1.801124 2.042946 -0.149781 0.014 -0.133 -0.004 -0.2225
O 0.910206 1.644919 0.737817 0.199 0.515 0.425 -0.0665
H 2.294628 3.531248 3.298912 -0.001 0.094 0.036 0.0837
H 1.486242 3.871300 1.743251 0.016 -0.110 0.082 0.0920
H 2.996258 4.704206 2.148440 -0.023 -0.138 0.052 0.0953
H 4.998825 3.175921 -0.096525 0.121 0.084 0.019 0.1207
H 4.684753 3.031471 -2.569434 0.089 -0.005 -0.070 0.1005
H 2.491682 2.369576 -3.468252 -0.031 0.017 -0.135 0.1105
H 0.107984 2.040162 -3.138368 -0.036 -0.054 -0.015 0.1407
H -3.745712 1.343019 -3.351503 0.002 0.000 -0.070 0.1047
H -6.126072 1.545638 -4.032205 0.011 0.019 -0.050 0.1022
H -7.888163 1.542784 -2.311567 -0.106 -0.009 -0.002 0.1001
H -7.290383 1.278146 0.070971 -0.077 0.008 0.046 0.1012
H -4.917374 1.057369 0.731999 0.017 -0.009 0.071 0.1108
N 4.416821 -7.543091 -2.127786 0.174 -0.321 -0.104 0.1595
C 3.690486 -6.697175 -1.859827 0.255 -0.458 -0.155 -0.1985
C 2.852774 -5.612969 -1.513860 -0.476 0.802 0.289 -0.2370
C 1.610460 -5.809171 -0.907519 0.156 -0.053 -0.110 -0.0187
C 0.860679 -4.720958 -0.510935 0.076 0.130 0.007 -0.0146
C 1.349258 -3.426251 -0.701953 0.275 -0.261 -0.240 -0.2403
C 2.582044 -3.230963 -1.333511 -0.027 -0.135 0.022 -0.0116
C 3.325009 -4.316131 -1.737868 0.014 -0.214 -0.003 -0.0181
C 0.635120 -2.281391 -0.277380 -0.419 0.641 0.285 -0.0925
C 0.093325 -1.256659 0.073391 -0.082 0.053 0.059 -0.0143
H 1.240200 -6.810836 -0.747369 0.025 -0.074 0.009 0.1191
H -0.100236 -4.863686 -0.037770 -0.027 0.022 0.016 0.1177
H 2.951880 -2.226785 -1.488987 -0.057 0.014 0.018 0.1223
H 4.281367 -4.181821 -2.220487 0.074 0.023 -0.009 0.1204
I -2.547223 -1.903358 2.033414 -0.015 -0.126 0.298 1.0371
C -1.032259 -0.905509 3.083225 -0.527 -0.589 0.002 -0.7188
C -0.521704 -1.490919 4.230063 0.007 0.034 0.024 -0.1139
C 0.434109 -0.793267 4.948779 -0.098 0.102 -0.227 -0.0374
C 0.795626 0.474598 4.516823 -0.112 -0.066 0.002 -0.0225
C 0.216715 0.977103 3.365189 0.435 0.304 0.446 -0.0825
N -0.653869 0.282194 2.636030 -0.023 -0.038 -0.450 -0.0029
H -0.860173 -2.469136 4.535590 -0.024 0.006 -0.007 0.0958
H 0.875546 -1.230619 5.832212 0.044 -0.006 0.050 0.1158
H 1.533951 1.048728 5.051728 0.013 0.150 0.024 0.1118
H 0.458377 1.960005 2.992558 0.153 -0.057 -0.072 0.1037
```
Positions in Å, forces in eV/Å.

Kohn-Sham gap ... 7.699 eV
Charge ... 0
E_tot ... -102976.6633 eV
Largest force on an atom ... 0.977 eV/A

> What is the largest force on an atom in the second record?

2.780 eV/A